C19H48BN2O2P | wB97M-V/def2-TZVPD

Largest force on an atom: 0.57 eV Å⁻¹
E_HOMO: -0.294 Ha
E_tot: -37523.3435 eV
Net charge: 0
Gap between HOMO and LUMO: 8.5 eV
LUMO level: 0.46 eV
SMILES string: CCCCCCPCB(O)O.CCN(CC)CC.CCN(CC)CC

Each line ends with the Mulliken charge.
Positions of all 73 atoms, in Å:
1 P -0.32 -1.34 4.24  -0.129
2 O 0.99 0.52 1.92  -0.260
3 O -0.59 2.29 2.08  -0.573
4 N -4.61 0.83 -3.67  0.144
5 N 5.74 -0.06 0.53  0.135
6 C -4.41 0.14 -2.41  -0.812
7 C -0.37 -3.15 -0.97  -1.540
8 C -0.31 -1.89 -0.09  -0.311
9 C -3.47 1.58 -4.18  -0.681
10 C -1.00 0.25 3.57  -0.694
11 C -5.90 1.49 -3.78  -0.332
12 C -6.23 1.93 -5.19  -1.429
13 C 3.95 -0.86 2.03  -1.212
14 C 5.14 1.26 0.38  -0.558
15 C -4.35 0.98 -1.13  -0.929
16 C -2.43 -2.47 1.29  -0.932
17 C 8.21 0.45 1.00  -0.988
18 C 7.13 -0.18 0.11  -0.699
19 C 5.45 2.31 1.46  -1.033
20 C 5.44 -0.74 1.77  -0.468
21 C -1.64 -3.21 2.38  -0.618
22 C -3.21 2.97 -3.57  -0.913
23 C -1.66 -1.43 0.47  0.997
24 C -1.61 -2.58 3.78  -0.970
25 B -0.16 1.03 2.48  0.528
26 H -3.60 1.70 -5.26  0.371
27 H -2.09 -4.20 2.49  0.376
28 H 4.75 3.14 1.37  0.391
29 H 3.48 0.10 2.22  0.178
30 H 7.21 0.23 -0.90  0.358
31 H -2.82 -3.21 0.59  0.406
32 H -5.22 -0.59 -2.31  0.293
33 H 0.61 -1.65 3.23  -0.090
34 H 5.43 1.64 -0.60  0.399
35 H -6.65 0.77 -3.45  0.446
36 H 0.40 -2.05 0.72  0.052
37 H -5.58 2.73 -5.54  0.292
38 H -1.24 -3.76 -0.73  0.332
39 H -2.01 0.09 3.18  0.350
40 H -2.50 3.51 -4.21  0.376
41 H -7.25 2.30 -5.23  0.437
42 H -6.14 1.09 -5.89  0.333
43 H 5.88 -1.75 1.70  0.489
44 H 9.19 0.10 0.68  0.402
45 H -1.12 0.92 4.42  0.513
46 H -4.12 3.56 -3.51  0.242
47 H 5.92 -0.27 2.65  0.254
48 H -4.41 0.32 -0.26  0.355
49 H 0.08 -1.07 -0.70  0.529
50 H -1.49 -0.53 1.06  -0.486
51 H -3.42 1.53 -1.05  0.161
52 H -0.46 2.94 2.76  0.287
53 H 0.52 -3.76 -0.84  0.368
54 H 3.45 -1.32 1.17  0.243
55 H -3.49 -0.45 -2.50  0.424
56 H 4.06 1.13 0.34  0.185
57 H -2.28 -1.11 -0.37  -0.263
58 H -2.59 0.95 -4.06  0.333
59 H 5.35 1.91 2.46  0.246
60 H -0.45 -2.89 -2.02  0.359
61 H -3.30 -2.00 1.75  0.490
62 H -0.62 -3.39 2.05  0.306
63 H 6.46 2.72 1.36  0.298
64 H 7.34 -1.25 0.02  0.413
65 H -2.77 2.91 -2.58  0.235
66 H -5.99 2.36 -3.11  0.262
67 H 3.77 -1.49 2.90  0.458
68 H 8.08 0.18 2.05  0.277
69 H -2.58 -2.15 4.03  0.430
70 H 8.22 1.54 0.93  0.224
71 H -1.46 -3.40 4.49  0.407
72 H 0.88 0.12 1.05  0.148
73 H -5.18 1.68 -1.06  0.384

---

C2H3BrN2O3 | wB97M-V/def2-TZVPD

ΔE to the lowest compared entry with this formula, charge and spin: 64.67 kcal per mole
Largest force on an atom: 7.40 eV Å⁻¹
E_HOMO: -0.381 Ha
E_tot: -81281.5220 eV
Net charge: 0
Gap between HOMO and LUMO: 9.2 eV
LUMO level: -1.12 eV

Each line ends with the Mulliken charge.
Positions of all 11 atoms, in Å:
1 Br 1.59 -1.65 0.23  -0.068
2 O 1.04 0.99 -1.82  -0.292
3 O 1.66 0.99 1.43  -0.522
4 O -0.20 1.87 0.66  -0.505
5 N 0.58 -0.05 -1.45  -0.046
6 N 0.62 0.96 0.77  0.888
7 C -1.17 -0.71 0.11  -1.173
8 C 0.34 -0.20 -0.06  0.604
9 H -1.70 0.30 0.08  0.355
10 H -1.34 -1.23 0.94  0.409
11 H -1.43 -1.26 -0.89  0.350

---

C4H10N4 | wB97M-V/def2-TZVPD

ΔE to the lowest compared entry with this formula, charge and spin: 67.22 kcal per mole
Largest force on an atom: 4.11 eV Å⁻¹
E_HOMO: -0.301 Ha
E_tot: -10267.9361 eV
Net charge: 0
Gap between HOMO and LUMO: 8.9 eV
LUMO level: 0.67 eV

Each line ends with the Mulliken charge.
Positions of all 18 atoms, in Å:
1 N -1.14 -0.28 1.08  -0.728
2 N -1.15 -1.81 -0.91  -0.532
3 N 0.41 -2.44 0.66  -0.873
4 N 0.73 0.18 -0.05  -0.193
5 C -0.28 -1.50 0.14  0.979
6 C -0.43 0.68 0.72  0.497
7 C 0.92 0.42 -1.49  -0.960
8 C -0.34 2.07 1.27  -1.136
9 H 0.08 -0.01 -2.03  0.333
10 H -0.41 2.80 0.46  0.295
11 H 1.01 1.48 -1.74  0.302
12 H 1.80 -0.11 -1.83  0.334
13 H 1.03 -2.15 1.41  0.226
14 H -1.22 -2.81 -1.05  0.269
15 H -1.15 2.22 1.97  0.338
16 H 1.60 0.36 0.43  0.313
17 H -2.06 -1.37 -0.82  0.237
18 H 0.61 2.24 1.79  0.301

---

C20H15Cl2NO6S3 | wB97M-V/def2-TZVPD

ΔE to the lowest compared entry with this formula, charge and spin: 0.00 kcal per mole
Largest force on an atom: 3.50 eV Å⁻¹
E_HOMO: -0.344 Ha
E_tot: -92308.0630 eV
Net charge: 0
Gap between HOMO and LUMO: 9.2 eV
LUMO level: -0.10 eV
SMILES string: COc1ccc(S(=O)(=O)NC(=O)c2sccc2SCc2ccc(Cl)c(Cl)c2)cc1C(=O)O

Each line ends with the Mulliken charge.
Positions of all 47 atoms, in Å:
1 Cl -4.64 -2.92 -1.48  -0.202
2 Cl -5.62 0.02 -0.87  -0.169
3 S 3.39 -1.46 3.63  -0.116
4 S 2.66 0.33 -0.89  1.342
5 S 0.14 -3.35 1.54  -0.221
6 O 3.56 -0.22 -1.94  -0.735
7 O 1.14 0.16 1.60  -0.432
8 O -2.86 1.60 -2.93  -0.585
9 O -3.22 3.31 -1.01  -0.556
10 O 3.28 1.33 -0.04  -0.653
11 O -1.70 3.08 0.66  -0.582
12 N 2.45 -0.97 0.13  -0.105
13 C 0.99 0.75 -1.53  -0.321
14 C -0.72 0.54 -3.21  -0.663
15 C 2.16 -1.72 2.41  0.387
16 C -2.88 -2.60 0.64  -0.444
17 C 0.55 0.23 -2.75  -0.606
18 C 2.94 -2.96 4.35  -0.547
19 C -3.54 0.48 -3.51  -1.008
20 C -3.89 -2.01 -0.14  0.028
21 C 1.45 -2.91 2.60  -0.076
22 C -3.69 0.01 1.13  -0.524
23 C -2.62 -0.55 1.87  -0.483
24 C 1.92 -3.65 3.76  -0.376
25 C -2.08 2.83 -0.46  0.676
26 C -2.23 -1.87 1.66  0.782
27 C 0.12 1.61 -0.79  -0.213
28 C -1.19 1.93 -1.26  -0.144
29 C -1.14 -2.45 2.53  -1.022
30 C -4.33 -0.72 0.11  0.071
31 C 1.93 -0.74 1.38  0.252
32 C -1.58 1.35 -2.49  1.151
33 H 3.50 -3.37 5.18  0.430
34 H 1.52 -4.63 4.03  0.440
35 H 3.15 -1.71 0.09  0.325
36 H -2.10 0.06 2.61  0.298
37 H -3.99 1.03 1.42  0.387
38 H -3.26 0.37 -4.55  0.375
39 H -0.65 -1.68 3.14  0.417
40 H -3.31 2.97 -1.92  0.467
41 H -3.30 -0.48 -3.03  0.408
42 H 0.45 2.02 0.16  0.521
43 H -1.07 0.09 -4.14  0.403
44 H -2.50 -3.61 0.45  0.413
45 H -1.55 -3.19 3.21  0.488
46 H -4.62 0.62 -3.50  0.304
47 H 1.19 -0.46 -3.32  0.419

---

C19H25Cl5FGeNO7P2SiW | wB97M-V/def2-TZVPD

ΔE to the lowest compared entry with this formula, charge and spin: 0.00 kcal per mole
Largest force on an atom: 2.14 eV Å⁻¹
E_HOMO: -0.332 Ha
E_tot: -186066.0141 eV
Net charge: 0
Gap between HOMO and LUMO: 7.8 eV
LUMO level: -1.25 eV

Each line ends with the Mulliken charge.
Positions of all 63 atoms, in Å:
1 W -0.47 -0.21 -0.25  -0.107
2 Ge 0.58 -3.40 0.57  0.766
3 Cl -0.82 0.76 5.49  -0.173
4 Cl -3.90 0.43 5.45  -0.195
5 Cl -5.41 -0.09 2.77  -0.188
6 Cl -3.73 -1.06 0.29  -0.223
7 Cl 0.80 0.51 3.04  -0.264
8 P -2.51 1.22 -2.66  0.412
9 P -1.75 -1.56 -3.04  0.431
10 Si 0.42 2.99 -0.30  0.577
11 F 1.68 1.00 -2.97  -0.263
12 O -4.07 1.52 -2.43  -0.519
13 O -2.60 -0.27 -3.26  -0.243
14 O -1.01 -1.47 -1.63  -0.158
15 O -0.87 -1.87 -4.15  -0.700
16 O -2.97 -2.54 -2.73  -0.515
17 O -1.82 0.95 -1.27  -0.126
18 O -1.82 2.16 -3.54  -0.714
19 N 0.80 1.14 -0.35  2.038
20 C -2.91 -0.29 1.68  0.817
21 C 0.68 3.75 -1.96  -1.104
22 C -1.65 0.44 4.01  -0.137
23 C -0.94 -4.23 -0.48  -1.214
24 C -1.33 3.27 0.37  -0.974
25 C 1.55 3.71 0.94  -1.218
26 C -0.91 0.24 2.84  0.711
27 C 4.55 0.85 -0.06  -1.070
28 C 3.20 0.98 0.30  0.131
29 C 3.96 0.99 -2.37  -0.682
30 C 0.80 -1.44 0.44  -0.222
31 C -0.05 -3.41 2.43  -1.282
32 C 4.92 0.89 -1.39  -0.482
33 C -3.05 0.35 3.98  0.278
34 C 2.63 1.03 -2.01  0.443
35 C 2.20 1.07 -0.66  -0.903
36 C 2.31 -4.36 0.32  -1.208
37 C -3.68 -0.03 2.80  0.139
38 C -1.51 -0.07 1.62  -1.098
39 H -1.96 3.65 -0.45  0.314
40 H 2.60 -4.43 -0.75  0.340
41 H 1.30 4.78 0.99  0.390
42 H 2.57 3.66 0.59  0.366
43 H 2.86 0.98 1.31  0.420
44 H -0.70 -4.36 -1.55  0.301
45 H 3.09 -3.84 0.85  0.403
46 H -0.95 -5.24 0.01  0.414
47 H -0.15 -4.38 2.90  0.471
48 H 0.27 4.76 -1.94  0.391
49 H -1.21 4.05 1.12  0.503
50 H 5.31 0.78 0.69  0.468
51 H -1.87 2.39 0.74  0.152
52 H -1.88 -3.73 -0.32  0.321
53 H 0.46 -2.79 3.14  0.365
54 H 4.27 0.93 -3.40  0.467
55 H 5.95 0.74 -1.70  0.401
56 H -1.08 -3.05 2.37  0.291
57 H -3.01 -3.45 -3.10  0.338
58 H -4.49 0.79 -1.99  0.343
59 H 1.78 -1.16 0.82  0.446
60 H 2.21 -5.35 0.75  0.373
61 H 1.75 3.80 -2.14  0.309
62 H 1.46 3.34 1.93  0.325
63 H 0.12 3.16 -2.68  0.327

---

C48H129N11O13 | wB97M-V/def2-TZVPD

ΔE to the lowest compared entry with this formula, charge and spin: 20.15 kcal per mole
Largest force on an atom: 1.94 eV Å⁻¹
E_HOMO: -0.323 Ha
E_tot: -94867.9821 eV
Net charge: 0
Gap between HOMO and LUMO: 9.2 eV
LUMO level: 0.36 eV
SMILES string: COC[C@H](C)N.COC[C@H](C)N.COC[C@H](C)N.COC[C@H](C)N.COC[C@H](C)N.COC[C@H](C)N.COC[C@H](C)N.COC[C@H](C)N.COC[C@H](C)N.COCCNCCOC.COCCNCCOC

Each line ends with the Mulliken charge.
Positions of all 201 atoms, in Å:
1 O 1.53 -8.02 3.20  -0.278
2 O 3.90 7.37 -2.34  -0.423
3 O -1.45 1.21 -4.42  -0.035
4 O 4.72 -1.96 3.07  -0.302
5 O -1.97 -4.24 -0.15  -0.366
6 O -2.70 2.10 5.08  -0.416
7 O 1.63 -2.03 -4.15  -0.236
8 O -0.43 7.38 -0.43  -0.315
9 O 2.63 2.42 -1.63  -0.437
10 O 0.62 5.93 -8.89  -0.357
11 O -0.27 -5.22 6.59  -0.427
12 O -4.75 -5.30 1.60  0.034
13 O 0.59 -1.51 2.55  0.065
14 N -4.24 0.99 8.18  -0.684
15 N -3.97 -2.61 2.03  -0.103
16 N 2.74 -3.09 0.33  -0.364
17 N -2.89 -5.67 3.99  -0.574
18 N 0.52 8.71 -3.14  -0.674
19 N -0.02 3.58 -7.25  -0.568
20 N 3.54 -0.19 -3.13  -0.399
21 N -2.92 5.84 0.05  -0.734
22 N -0.62 -6.56 0.65  -0.487
23 N -2.12 -2.32 -5.11  -0.785
24 N 2.34 0.01 1.09  0.748
25 C -0.97 -5.69 5.46  -0.747
26 C 0.04 5.09 -5.32  -0.871
27 C 1.91 1.65 -0.68  0.478
28 C 2.02 8.71 -2.94  0.624
29 C 3.39 -3.30 1.61  2.145
30 C -0.59 -4.34 -0.48  -0.270
31 C -1.56 5.39 0.47  0.306
32 C -2.15 2.06 -3.57  -0.487
33 C 3.58 -0.60 -4.52  0.818
34 C -3.30 1.18 5.97  -0.489
35 C 2.98 -1.98 -4.56  -1.091
36 C -3.26 -5.03 6.31  -1.704
37 C -0.46 5.98 -0.38  -0.300
38 C -0.89 -0.97 -6.66  -1.670
39 C -5.07 -3.27 2.81  0.835
40 C -0.09 7.96 0.81  -0.954
41 C -2.22 0.06 -4.75  -0.947
42 C 2.91 -8.31 3.23  -0.686
43 C 1.37 -2.78 -2.98  -0.452
44 C 1.04 5.72 -7.55  -0.943
45 C 2.51 7.34 -2.54  0.129
46 C 3.59 -4.80 1.83  -1.736
47 C -1.89 1.88 7.97  -1.384
48 C 1.48 6.81 -9.57  -0.795
49 C -5.73 -4.40 2.04  -0.807
50 C -6.09 -2.17 3.07  -1.687
51 C -3.29 1.75 7.38  0.425
52 C -0.31 -7.17 1.93  0.798
53 C 2.96 0.95 0.18  -0.942
54 C 2.41 9.79 -1.91  -1.489
55 C 4.48 6.09 -2.38  -0.610
56 C -2.66 -3.28 -0.91  -0.424
57 C 1.01 -7.94 1.88  -0.743
58 C 0.08 -5.29 0.49  -0.683
59 C 1.73 0.64 2.26  -0.247
60 C -1.32 -1.06 -5.20  2.086
61 C -0.07 4.99 -6.83  0.605
62 C -2.04 1.45 4.00  -0.037
63 C -2.27 -5.00 5.15  1.512
64 C -0.74 -1.24 2.13  0.257
65 C 4.64 -2.48 1.77  -1.393
66 C 4.97 -0.56 -5.12  -1.564
67 C 1.23 -0.45 3.20  -0.833
68 C -0.04 -3.84 6.61  -0.428
69 C -1.47 3.88 0.57  -1.158
70 C 1.85 3.31 -2.39  -0.286
71 C -5.24 -6.40 0.83  -0.959
72 C 5.92 -1.30 3.35  -0.850
73 H -2.96 -2.41 -0.33  0.090
74 H -1.73 -1.18 -7.33  0.380
75 H 3.11 -8.45 4.29  0.259
76 H -0.18 -1.79 -6.80  0.369
77 H -6.14 -6.80 1.30  0.369
78 H 0.14 9.44 -2.53  0.288
79 H 6.71 -1.47 2.61  0.384
80 H 4.23 -5.26 1.07  0.394
81 H 1.55 6.48 -10.61  0.269
82 H -1.41 2.14 3.45  0.133
83 H 3.83 0.76 -2.93  0.230
84 H 3.15 -9.22 2.67  0.311
85 H 1.99 -3.66 -2.82  0.572
86 H 3.44 10.10 -2.08  0.342
87 H -1.55 -3.15 -5.21  0.306
88 H 2.42 9.30 -0.94  0.291
89 H 2.03 5.26 -7.48  0.396
90 H 2.51 1.22 2.80  0.487
91 H -5.43 -6.12 -0.21  0.296
92 H 0.25 8.97 0.56  0.319
93 H 5.65 -1.17 -4.52  0.341
94 H -1.48 2.90 -3.33  -0.308
95 H -2.80 6.78 -0.34  0.342
96 H -6.27 -3.98 1.18  0.355
97 H 0.42 -3.51 5.67  0.095
98 H 2.45 3.71 -3.20  0.124
99 H 4.85 -0.95 -6.13  0.392
100 H -4.47 -2.21 1.23  0.287
101 H 4.12 -4.92 2.78  0.559
102 H -0.77 4.45 -4.96  0.133
103 H 1.06 -5.42 0.02  0.625
104 H -2.43 3.43 0.83  0.471
105 H 5.55 6.20 -2.47  0.353
106 H -6.48 -1.72 2.16  0.428
107 H 1.08 7.83 -9.47  0.287
108 H 1.17 2.24 -0.12  -0.171
109 H 1.35 0.92 -1.28  -0.013
110 H -2.85 1.03 3.40  0.304
111 H 4.63 -1.67 1.02  0.391
112 H -3.18 5.28 -0.76  0.265
113 H 2.57 -2.11 0.10  0.241
114 H -3.50 -6.09 6.46  0.378
115 H 3.53 0.39 -0.57  0.365
116 H -2.11 -3.95 4.86  -0.142
117 H 0.25 -4.77 1.45  0.269
118 H 3.61 1.72 0.61  0.205
119 H 2.94 0.10 -5.08  0.211
120 H 2.49 6.97 -9.17  0.340
121 H -2.83 -4.71 7.26  0.374
122 H 1.00 4.74 -4.94  0.036
123 H 0.99 1.39 2.00  -0.363
124 H 2.65 -0.35 -2.67  -0.185
125 H 3.60 -2.59 -3.89  0.397
126 H 6.30 -1.58 4.34  0.271
127 H 0.78 -8.96 1.54  0.357
128 H -4.00 0.01 8.33  0.231
129 H 4.07 5.43 -3.15  0.191
130 H 0.11 7.87 -2.74  0.105
131 H 1.02 2.76 -2.86  0.297
132 H -0.93 3.13 -7.17  0.188
133 H 3.08 -2.46 -5.55  0.391
134 H 1.12 6.71 -7.07  0.404
135 H -2.71 -0.29 -3.83  0.279
136 H -2.37 1.65 -2.58  0.397
137 H 2.65 -5.34 1.93  0.029
138 H -0.99 5.49 -7.14  0.150
139 H -1.43 0.62 4.37  -0.023
140 H -1.60 -6.27 0.60  0.324
141 H -6.95 -2.48 3.67  0.422
142 H 0.51 5.58 -0.02  0.429
143 H -0.98 -3.27 6.70  0.185
144 H -0.44 -1.21 -4.57  -0.597
145 H 1.39 -2.08 -2.14  0.057
146 H -3.70 2.76 7.27  0.209
147 H -6.41 -4.90 2.74  0.465
148 H -1.22 2.43 7.31  0.335
149 H -1.95 2.45 8.90  0.364
150 H 0.59 -3.66 7.48  0.321
151 H 0.31 -3.05 -3.00  -0.030
152 H 1.83 -3.52 0.28  -0.192
153 H 3.04 -0.59 1.52  -0.425
154 H -4.25 1.34 9.13  0.265
155 H -3.47 -3.41 1.62  0.047
156 H 5.84 -0.20 3.40  0.251
157 H 2.69 -3.08 2.44  -0.513
158 H 4.27 5.56 -1.44  0.280
159 H 1.99 6.91 -1.68  0.077
160 H -0.13 6.09 -4.90  0.419
161 H 0.23 3.56 -8.23  0.272
162 H -0.56 -4.69 -1.52  0.450
163 H -2.98 2.57 -4.08  0.377
164 H 5.53 -3.03 1.45  0.589
165 H 2.27 6.65 -3.37  -0.111
166 H 0.65 -0.01 4.01  0.282
167 H -1.25 3.52 -0.45  0.025
168 H -1.44 0.92 8.23  0.277
169 H -4.20 -4.53 6.08  0.378
170 H -4.43 -7.13 0.87  0.228
171 H -0.50 0.01 -6.92  0.282
172 H -3.54 -3.77 -1.34  0.479
173 H 5.42 0.43 -5.14  0.400
174 H -0.78 -0.28 1.61  0.105
175 H -0.48 5.58 -1.41  0.014
176 H -1.41 -1.23 3.00  0.173
177 H -1.04 -1.99 1.40  -0.564
178 H -5.60 -1.40 3.68  0.281
179 H 2.11 -0.95 3.63  0.459
180 H -0.30 -6.46 2.77  -0.862
181 H -1.47 5.82 1.47  0.294
182 H -3.02 0.29 -5.46  0.222
183 H 1.43 4.08 -1.74  0.156
184 H 1.72 10.63 -1.94  0.454
185 H -2.05 -2.95 -1.76  -0.071
186 H 1.69 -7.44 1.18  0.420
187 H -2.22 -5.68 3.21  0.076
188 H -0.10 -3.35 -0.48  0.195
189 H -0.91 8.03 1.53  0.315
190 H -1.08 -7.91 2.20  0.597
191 H -2.77 0.21 5.93  0.185
192 H -4.34 0.99 5.67  0.328
193 H -1.06 -6.77 5.61  0.333
194 H -0.65 3.56 1.20  0.235
195 H -0.37 -5.60 4.54  0.006
196 H 3.58 -7.50 2.91  0.214
197 H -2.56 -2.37 -4.20  0.170
198 H -4.62 -3.62 3.74  -0.272
199 H -3.63 -5.06 3.64  -0.077
200 H 0.78 7.49 1.27  0.367
201 H 2.35 8.97 -3.94  0.249